Computed, not measured: a molecular structure, C7H4CrN13O3Se, with the ωB97M-V functional and the def2-TZVPD basis.

## Properties
Max |F| ... 0.7 eV Å⁻¹
HOMO (spin up / spin down) ... -3.94 / -3.92 eV
Frontier orbital gap (spin up / spin down) ... 6.56 / 6.51 eV
LUMO energy (spin up / spin down) ... 2.61 / 2.59 eV

Structure (ORCA input):
```
! RIJCOSX wB97M-V def2-TZVPD def2/J DEFGRID3
* xyz -1 5
Se 3.033 -2.641 -1.102
N 1.312 0.915 -0.103
H -0.334 -5.146 0.347
N 3.365 0.231 -0.474
C 2.186 1.913 0.065
N -0.565 2.872 0.223
N -3.155 0.464 -0.838
C 0.566 -1.936 -0.208
Cr -0.704 0.835 0.074
N 2.124 -0.099 -0.419
C 0.510 3.638 0.378
H -2.359 -1.427 1.122
O -2.291 0.458 -1.739
N 1.670 -1.302 -0.861
C -1.472 -3.370 0.796
H 2.547 3.858 0.466
O -4.324 0.233 -1.016
C -1.518 -1.995 0.759
H -2.318 -3.902 1.212
N 1.820 -3.935 -0.710
N 3.442 1.528 -0.159
N -0.488 -1.280 0.233
C 0.725 -3.367 -0.218
O -2.720 0.742 0.357
N 1.821 3.162 0.443
N -1.127 4.943 0.362
C -0.375 -4.065 0.316
N 0.229 4.913 0.474
N -1.601 3.761 0.221
*
```



Computed, not measured: C2H3NS2 in the gas phase, with the ωB97M-V functional and the def2-TZVPD basis.

## Properties
Max |F| ... 0.8 eV Å⁻¹
HOMO ... -8.12 eV
Frontier orbital gap ... 7.45 eV
SMILES ... S=CNC=S
Energy relative to the best compared isomer or geometry (same formula, charge and spin) ... 6.2 kcal per mole
LUMO energy ... -0.67 eV

Structure (ORCA input):
```
! RIJCOSX wB97M-V def2-TZVPD def2/J DEFGRID3
* xyz 0 1
C 0.127 -0.380 -1.431
S -0.393 0.578 1.734
H -0.015 -0.567 -2.487
N -0.968 0.254 -0.901
H -2.253 1.133 0.410
C -1.270 0.689 0.375
H -1.704 0.424 -1.574
S 1.493 -0.867 -0.716
*
```



Computed, not measured: 2 unconnected molecules or ions with the total composition CH3ClO2S at a distorted geometry, with the ωB97M-V functional and the def2-TZVPD basis.

## Properties
Max |F| ... 5.2 eV Å⁻¹
HOMO (spin up / spin down) ... -8.91 / -8.44 eV
Frontier orbital gap (spin up / spin down) ... 8.28 / 6.87 eV
Energy relative to the best compared isomer or geometry (same formula, charge and spin) ... 76.2 kcal per mole
LUMO energy (spin up / spin down) ... -0.63 / -1.57 eV

Structure (ORCA input):
```
! RIJCOSX wB97M-V def2-TZVPD def2/J DEFGRID3
* xyz 0 1
H -1.159 0.509 1.925
S 0.620 -2.095 0.083
Cl -2.919 -0.661 0.022
O -0.988 0.609 -1.254
H -0.169 1.164 -1.229
O -1.009 0.921 1.001
C -1.284 0.093 -0.036
H 0.792 -1.933 -1.104
*
```



Computed, not measured: a molecular structure, C24H29AgN6O2S2, with the ωB97M-V functional and the def2-TZVPD basis.

## Properties
Max |F| ... 0.4 eV Å⁻¹
HOMO ... -6.33 eV
Frontier orbital gap ... 6.45 eV
Energy relative to the best compared isomer or geometry (same formula, charge and spin) ... 0.7 kcal per mole
LUMO energy ... 0.12 eV

Structure (ORCA input):
```
! RIJCOSX wB97M-V def2-TZVPD def2/J DEFGRID3
* xyz 0 1
C 1.202 -5.700 -0.750
C -1.119 -5.386 -1.305
H 3.566 -0.656 -4.999
H -0.191 4.603 0.804
H -2.079 -5.796 -1.591
C 0.786 -1.197 -3.145
H 2.302 -3.921 -0.266
C 2.956 -0.860 -4.128
N -3.274 1.248 -0.959
H -6.104 0.251 1.676
C -4.474 2.461 1.998
S 0.309 2.243 -2.393
H -3.446 2.811 1.834
C -0.031 -6.225 -1.125
H 2.412 1.163 4.077
N -4.954 1.777 0.792
H 3.840 0.735 2.566
C 2.772 -1.297 -1.773
C 1.344 -4.336 -0.559
H -1.596 4.711 -0.251
C -1.290 4.460 0.782
H 3.361 2.216 -0.533
C -0.757 0.035 4.232
H -6.366 0.500 -0.062
H 4.213 1.043 0.884
C 0.249 -3.507 -0.754
Ag -0.999 1.553 -0.082
H -1.705 5.260 1.426
H -1.815 -3.331 -1.242
H 2.536 3.022 -3.729
H -7.015 1.664 1.105
C 0.480 0.461 4.677
N 2.432 1.896 -0.768
C 1.573 -0.930 -4.254
C 1.903 2.307 -1.967
H 1.107 -0.765 -5.217
C -0.971 -0.027 2.861
C 1.398 -1.391 -1.919
H -0.295 -1.224 -3.206
H 3.786 2.389 1.952
H 3.222 -1.419 -0.793
C 3.566 1.345 1.709
O -1.694 3.203 1.195
H -5.150 3.283 2.245
H 3.808 2.518 -2.701
O -0.977 -1.187 -0.750
H -4.444 1.754 2.833
C 1.447 0.805 3.745
C -4.060 1.495 -0.143
S 0.382 -1.725 -0.471
H 0.691 0.538 5.736
C 3.557 -1.042 -2.889
H -1.545 -0.236 4.921
N -0.050 0.300 1.966
N 2.852 2.820 -2.796
N 1.629 1.403 0.200
C -6.175 1.003 0.883
C -0.984 -4.015 -1.115
H 4.634 -0.980 -2.792
H -0.141 -7.292 -1.271
H 2.050 -6.357 -0.606
H -1.924 -0.350 2.457
C 2.116 1.158 1.352
C 1.141 0.718 2.393
*
```



Computed, not measured: a molecular structure, C23H26N7O5RuS2Se2 at a distorted geometry, with the ωB97M-V functional and the def2-TZVPD basis.

## Properties
Max |F| ... 1.3 eV Å⁻¹
HOMO (spin up / spin down) ... -1.62 / -1.54 eV
Frontier orbital gap (spin up / spin down) ... 6.08 / 6.00 eV
Energy relative to the best compared isomer or geometry (same formula, charge and spin) ... 3.8 kcal per mole
LUMO energy (spin up / spin down) ... 4.46 / 4.46 eV

Structure (ORCA input):
```
! RIJCOSX wB97M-V def2-TZVPD def2/J DEFGRID3
* xyz -2 2
N 1.205 1.749 -3.204
C -3.488 -1.587 -2.136
C -4.631 -1.201 -0.063
C 3.766 0.205 0.026
N -5.971 -2.964 0.949
H 2.256 -1.689 0.111
C -0.840 1.041 3.134
H -3.663 -3.530 -2.980
H 1.950 -4.154 -0.193
H -1.767 1.921 -3.944
C 3.113 1.027 -2.291
C -4.792 -3.340 -1.150
H -5.876 -3.958 1.099
C 0.222 -3.822 -1.455
H 5.517 0.334 -2.904
N -0.837 2.311 -4.081
H 2.132 1.090 2.501
O -2.241 -1.997 -4.399
H 1.247 1.946 5.042
S -2.345 -0.989 -3.363
H -2.142 3.792 3.323
H 7.271 -0.701 -1.499
H 1.889 3.057 3.822
S -0.768 2.242 -1.418
H -0.944 2.399 5.422
C -5.124 -2.505 -0.087
H -5.165 -4.359 -1.167
Ru 0.802 1.023 -0.326
C -3.813 -0.746 -1.080
C -3.965 -2.883 -2.167
N -0.582 -2.969 -2.062
Se 1.335 3.111 0.929
C 4.791 -0.398 0.801
H -5.792 -2.480 1.818
H 4.562 -0.597 1.841
C 1.325 2.123 3.961
O 2.029 1.016 3.468
N -1.041 -0.704 -2.517
O -2.155 3.511 4.245
H -0.411 1.957 -4.927
H -0.665 0.348 3.961
O 2.643 0.486 0.589
C 6.019 -0.710 0.264
H -1.049 3.079 1.616
H 6.772 -1.170 0.897
C -0.042 2.050 -2.988
C -0.321 -1.648 -1.918
N 0.715 -1.178 -1.128
O -2.858 0.297 -3.801
H -0.229 3.931 4.879
C -0.139 3.280 2.194
Se -0.459 -0.010 1.501
C 5.322 0.131 -1.855
H -0.020 -4.876 -1.584
C 1.484 -2.073 -0.540
C 6.306 -0.449 -1.077
H 3.439 1.097 -3.329
C 1.307 -3.442 -0.689
C -0.838 3.070 4.565
H -4.858 -0.554 0.776
N 1.910 1.402 -2.059
H -3.380 0.247 -1.038
C 4.062 0.470 -1.348
H -1.908 1.261 3.104
H -0.167 4.328 2.509
C -0.105 2.350 3.420
*
```



Computed, not measured: a molecular structure, C33H36N10O2SZr, with the ωB97M-V functional and the def2-TZVPD basis.

## Properties
Max |F| ... 0.7 eV Å⁻¹
HOMO ... -12.88 eV
Frontier orbital gap ... 7.42 eV
Energy relative to the best compared isomer or geometry (same formula, charge and spin) ... 3.2 kcal per mole
LUMO energy ... -5.46 eV

Structure (ORCA input):
```
! RIJCOSX wB97M-V def2-TZVPD def2/J DEFGRID3
* xyz 2 1
H -3.176 1.623 1.338
H 3.425 0.325 2.816
H -0.911 -2.980 -3.605
H -3.768 -1.050 5.974
H 1.997 -1.823 -2.412
N -2.616 -0.014 0.190
C 2.193 4.551 -0.720
C -2.283 -0.101 4.742
C -2.356 -2.400 3.238
C -3.502 0.685 0.902
S -2.190 -3.726 2.143
C -3.141 -1.148 5.100
H 3.108 -3.816 -3.368
C -2.089 -1.873 -1.280
H 1.190 -0.328 -6.242
H 2.202 1.756 -0.545
C 2.736 -3.849 -0.027
C 3.515 -4.152 -2.418
N 1.429 0.399 2.079
O -2.363 -2.953 -1.755
H 4.578 -3.927 -2.367
C -3.049 -1.154 -0.367
C 2.848 0.004 1.944
C -1.059 -2.824 1.260
N 2.804 -3.465 -1.341
N 0.306 1.115 -1.960
C 0.846 0.418 -4.271
H -4.589 -2.583 -0.678
H -1.079 2.462 0.355
C -5.234 -0.911 0.547
N -0.587 1.847 1.007
H -1.182 4.841 -2.436
N -0.956 -1.131 -1.516
H 1.331 1.369 -4.450
H 3.355 -5.223 -2.321
Zr 0.163 -0.025 -0.147
C 1.673 5.823 -0.908
H -2.245 0.787 5.357
C -1.516 -1.353 2.846
C -0.425 -2.036 -3.798
H -0.647 -3.237 0.349
C 1.290 1.764 2.646
N 2.392 0.753 -0.369
H 0.994 -0.257 2.721
H 4.224 -0.071 0.301
H -0.003 6.926 -1.678
O -1.246 2.448 -3.000
C 2.113 -2.330 -1.467
C 0.324 2.656 1.855
H -0.795 0.612 3.411
H 2.734 0.446 -1.278
H 2.237 6.689 -0.593
N 1.558 3.440 -1.095
H 2.271 2.240 2.653
H 0.870 3.313 1.182
N -0.780 -1.616 1.676
H -5.488 0.914 1.664
C -3.178 -2.309 4.362
H 1.695 -2.883 1.636
C -0.359 -1.067 -2.794
C 1.984 -2.911 0.602
H -3.824 -3.126 4.646
H -1.328 1.447 1.581
H 0.071 -2.489 -5.821
C -0.286 2.341 -2.273
C 3.438 0.590 0.666
H 3.212 -4.743 0.334
C 0.372 3.576 -1.701
C 0.274 0.158 -3.027
H 0.988 1.685 3.691
H 3.158 4.420 -0.243
H 3.906 1.559 0.852
H -6.249 -1.257 0.680
C 0.767 -0.535 -5.270
C -0.231 4.806 -1.925
C -4.816 0.286 1.097
C 0.134 -1.753 -5.031
C -1.474 -0.194 3.630
C -4.328 -1.650 -0.201
N 1.582 -1.949 -0.308
C 0.433 5.950 -1.513
H 2.886 -1.080 1.915
H -0.259 3.281 2.533
*
```



Which value of max |F| does entry 5 give? 1.3 eV Å⁻¹